Molecular formula: C10H24N4OOs
Method: DFT, the ωB97M-V functional and the def2-TZVPD basis

Output
HOMO-LUMO gap (spin up / spin down), eV: 6.74 / 7.36
Lowest unoccupied orbital energy (spin up / spin down), eV: -7.8 / -7.5
Charge: +2
E, eV: -21208.959

Positions of all 40 atoms, in Å:
Os: -0.886061 0.209199 0.826857
C: -0.378692 1.890752 -1.399016
C: -0.685923 0.373902 -1.794918
N: -1.866384 -0.253675 -1.118878
C: -2.260949 -1.551340 -1.625090
C: -1.247710 -2.504699 -1.010392
N: -0.708745 -1.814135 0.197466
C: 0.460931 -2.583014 0.686228
C: 1.765926 -2.024774 0.107370
C: 1.962899 -0.513024 0.325580
N: 1.139389 -0.020164 1.465350
C: 1.797054 1.260062 1.983389
C: 1.250424 2.522446 1.306608
N: -0.162488 2.213989 1.242172
C: -0.837365 2.521918 -0.059675
H: -0.868199 2.509819 -2.160454
H: 0.689929 2.063373 -1.553079
H: 0.202810 -0.238002 -1.690788
H: -0.873025 0.385136 -2.879373
H: -2.542733 0.494682 -1.194920
H: -2.294760 -1.601485 -2.715074
H: -3.255115 -1.788893 -1.243718
H: -0.440859 -2.690113 -1.723768
H: -1.706442 -3.455269 -0.746476
H: -1.708905 -2.124914 1.202036
H: 0.372350 -3.647027 0.460445
H: 0.485425 -2.522780 1.776070
H: 1.838107 -2.244440 -0.960413
H: 2.588520 -2.559404 0.586413
H: 1.780095 0.072021 -0.571715
H: 3.028385 -0.372181 0.526635
H: 1.457024 -0.569157 2.180518
H: 2.885957 1.212705 1.926729
H: 1.564552 1.316984 3.050802
H: 1.710802 2.657503 0.328178
H: 1.443310 3.412438 1.905193
H: -0.778828 2.542558 1.987721
H: -0.820102 3.618440 -0.190459
H: -1.992118 2.305309 0.056575
O: -2.108485 1.495254 0.509870

Forces on the atoms, in the same order (eV/Å):
2.91 -2.95 -1.51
-0.69 -0.35 -0.08
0.10 0.61 -1.20
1.23 2.72 0.06
-0.36 -0.64 0.51
-0.13 0.76 -0.66
-3.15 -3.19 4.78
0.56 0.20 0.53
-0.25 -0.03 -0.18
0.43 -0.73 -0.66
1.25 2.45 -1.24
-0.03 0.86 0.66
0.67 -1.22 0.73
-1.82 -0.32 -1.98
7.08 2.45 -1.39
0.09 0.04 0.08
0.02 -0.03 0.14
-0.09 -0.10 0.26
-0.08 0.08 0.05
-0.97 -0.66 -0.11
0.10 0.12 0.03
-0.03 0.22 -0.04
0.18 0.01 0.27
0.21 -0.03 0.03
3.21 1.12 -3.25
-0.10 0.10 -0.16
-0.02 0.05 -0.05
0.03 -0.02 0.05
-0.08 -0.06 -0.05
-0.28 0.06 0.10
-0.15 0.19 0.29
0.13 -2.49 2.57
-0.08 -0.28 -0.21
-0.16 -0.07 -0.11
-0.38 0.04 -0.11
0.04 -0.05 -0.02
0.58 0.51 0.09
-0.98 0.01 0.01
-2.99 4.94 -2.67
-5.99 -4.30 4.44


Molecular formula: C18H42ClN4
Method: DFT, the ωB97M-V functional and the def2-TZVPD basis

Output
HOMO-LUMO gap, eV: 5.92
Lowest unoccupied orbital energy, eV: -4.2
Charge: +1
E, eV: -37822.426

Positions of all 65 atoms, in Å:
C: 1.665381 0.797658 0.428757
C: 1.746751 1.841095 -0.684586
N: 0.743688 2.896260 -0.446696
C: -0.590304 2.666324 -1.002596
Cl: -1.077983 4.001829 -2.065593
C: -1.564109 2.686257 0.262110
C: -2.198228 1.384542 0.338509
N: -1.870976 0.648234 -0.643970
C: -0.943290 1.296857 -1.568844
H: 0.621781 0.560677 0.626614
H: 2.225052 -0.102971 0.213116
H: 2.022687 1.267311 1.334658
H: 1.729596 1.411322 -1.685007
H: 2.713495 2.317294 -0.580595
H: 1.092087 3.755856 -0.855613
H: -0.991337 2.844930 1.170997
H: -2.308679 3.477940 0.202171
H: -2.867230 1.029583 1.110039
H: -2.225462 -0.292124 -0.787150
H: -1.524277 1.463069 -2.475480
H: -0.177378 0.614709 -1.917175
C: -5.180755 -1.965090 1.848511
C: -4.361065 -1.801759 3.118634
N: -4.542312 -0.506954 3.750930
C: -3.573557 -0.245031 4.807318
C: -3.602534 -1.135471 6.053130
C: -5.919828 -0.140079 4.053093
C: -6.727930 -1.070468 4.964656
H: -4.965655 -1.152756 1.147547
H: -4.930306 -2.909021 1.362635
H: -6.253472 -1.976836 2.036401
H: -3.302775 -1.898708 2.855114
H: -4.588579 -2.638003 3.794915
H: -3.671568 0.799368 5.115248
H: -2.574796 -0.319758 4.361068
H: -4.435089 -0.889428 6.709304
H: -2.688883 -0.983418 6.630379
H: -3.657370 -2.195199 5.804364
H: -6.457578 -0.039995 3.106886
H: -5.922522 0.867350 4.475377
H: -6.589890 -2.122595 4.712536
H: -7.791331 -0.849577 4.860116
H: -6.478452 -0.933241 6.014865
C: 5.992747 -1.944651 -5.621861
C: 6.040259 -0.702156 -4.746026
N: 4.724867 -0.205521 -4.377467
C: 4.757318 1.113630 -3.774153
C: 5.463261 1.277302 -2.422149
C: 3.845118 -1.166579 -3.739418
C: 4.315113 -1.828015 -2.435839
H: 5.395933 -1.768247 -6.517418
H: 7.002279 -2.210050 -5.935712
H: 5.581098 -2.806230 -5.094584
H: 6.550731 0.084873 -5.306183
H: 6.665639 -0.914093 -3.865144
H: 3.727673 1.477656 -3.683885
H: 5.234689 1.789889 -4.489304
H: 4.865390 0.875568 -1.603086
H: 5.613464 2.339511 -2.215554
H: 6.443616 0.803129 -2.400124
H: 3.630313 -1.957552 -4.461749
H: 2.876555 -0.684183 -3.567489
H: 5.357703 -2.141468 -2.483763
H: 3.717355 -2.721573 -2.241459
H: 4.193859 -1.171226 -1.574329

Forces on the atoms, in the same order (eV/Å):
-0.42 0.49 -0.31
0.29 -0.01 0.71
0.32 -0.27 -1.44
-0.55 -0.02 2.79
0.10 -0.11 -0.35
0.18 0.63 -0.15
-0.37 -0.02 0.14
0.38 -0.30 0.11
-0.53 -0.37 -2.25
-0.13 -0.40 -0.03
0.10 -0.17 0.00
0.22 -0.08 0.29
-0.14 -0.04 -0.15
0.21 0.21 -0.19
-0.04 0.04 0.16
0.18 0.22 0.14
-0.16 0.07 0.08
-0.18 -0.05 0.14
0.10 0.01 -0.01
-0.05 0.11 -0.15
0.43 -0.01 0.57
0.06 -0.05 -0.07
-0.16 -0.11 0.00
0.25 0.30 -0.14
0.19 0.01 0.08
0.03 0.08 0.08
-0.31 0.00 -0.08
-0.05 0.08 0.05
-0.08 0.03 0.00
0.01 0.00 0.01
0.00 0.03 0.01
0.04 0.02 0.13
0.02 -0.03 -0.03
-0.12 0.00 -0.03
-0.04 -0.08 -0.07
-0.04 -0.06 -0.03
0.01 0.00 -0.02
-0.01 0.00 -0.02
0.06 -0.07 -0.03
0.15 -0.02 0.05
0.02 0.00 -0.02
0.01 0.01 -0.02
0.05 -0.08 0.00
-0.01 -0.02 0.00
0.09 -0.18 -0.01
-0.15 0.17 0.04
0.08 0.19 -0.06
-0.15 0.14 0.09
-0.06 -0.26 -0.05
-0.18 -0.02 0.07
-0.04 0.01 0.03
0.01 0.01 0.01
0.01 0.00 -0.01
-0.06 0.10 0.08
0.05 0.00 -0.03
-0.04 -0.09 0.00
0.05 -0.08 -0.04
0.07 -0.08 0.02
0.01 0.00 -0.02
-0.01 -0.04 -0.03
0.08 0.01 -0.02
0.06 0.14 0.00
0.01 0.02 -0.02
0.01 0.00 -0.02
0.12 0.02 0.00


Molecular formula: C7H19N3
Method: DFT, the ωB97M-V functional and the def2-TZVPD basis

Output
HOMO-LUMO gap, eV: 9.19
Lowest unoccupied orbital energy, eV: -10.2
Charge: +2
E, eV: -12016.915
Energy relative to the best compared isomer or geometry (same formula, charge and spin), kJ/mol: 350.07

Positions of all 29 atoms, in Å:
C: -0.415750 -1.697088 0.670932
C: -1.081400 2.403492 -0.377002
C: 1.151548 1.078211 1.955756
C: 1.223826 -1.292830 -1.707437
C: -1.232031 0.929765 0.082847
C: 1.302760 0.567877 0.523595
C: 0.186329 -0.197363 -1.610282
N: -0.926589 -2.638259 -0.072985
N: -0.119809 -1.788739 1.914027
N: 0.027407 0.181775 -0.207536
H: -0.532064 3.141801 0.334254
H: -0.506275 2.453534 -1.295412
H: -1.904441 3.041730 -0.639960
H: 1.471538 0.230940 2.688203
H: 1.801156 1.866633 2.226955
H: 0.159296 1.498610 2.191613
H: 2.250620 -0.774174 -1.741861
H: 1.307839 -1.853602 -0.835071
H: 1.114908 -1.892100 -2.569537
H: -2.042598 0.369564 -0.340696
H: -1.533529 0.983119 1.143178
H: 1.920382 -0.375636 0.260508
H: 1.886844 1.272292 -0.095423
H: -0.764445 -0.484240 -2.072557
H: 0.579760 0.682162 -2.108992
H: -0.906577 -3.739834 0.071141
H: -0.969443 -2.403445 -1.071454
H: -0.319615 -2.724738 2.315433
H: 0.191128 -1.010490 2.597408

Forces on the atoms, in the same order (eV/Å):
0.41 1.86 -0.96
2.06 1.41 0.33
-0.36 -2.54 1.13
2.68 2.75 -0.80
-0.64 1.96 0.87
1.22 -1.22 -1.60
0.41 -0.57 -0.14
0.24 -1.59 -1.36
0.37 0.44 2.19
-1.75 -2.37 2.79
-0.60 -1.86 -0.68
0.28 -0.11 -0.22
-1.34 -0.69 0.15
-0.77 1.54 -0.95
1.04 0.82 -0.30
0.30 -0.57 -0.11
-1.33 -0.99 -0.44
-0.15 -1.37 1.31
-0.07 -0.67 -0.93
-0.30 -0.04 -0.87
0.85 -0.50 -0.19
-0.63 1.52 1.68
-0.87 0.25 -0.08
-0.06 0.36 0.38
-0.24 0.29 -0.26
-0.11 3.00 0.23
-0.23 -0.33 0.45
0.26 0.81 0.22
-0.66 -1.58 -1.83


Molecular formula: C11H26N
Method: DFT, the ωB97M-V functional and the def2-TZVPD basis

Output
HOMO-LUMO gap, eV: 9.83
Lowest unoccupied orbital energy, eV: -2.9
Charge: +1
E, eV: -13299.477
Energy relative to the best compared isomer or geometry (same formula, charge and spin), kJ/mol: 1355.96

Positions of all 38 atoms, in Å:
C: -3.466270 -0.529956 -1.168464
H: -3.324004 0.285535 -1.963964
H: -3.363370 -1.370483 -1.840905
H: -4.393762 -0.493411 -0.725407
C: -2.301182 -0.663998 -0.449531
C: -2.427650 -1.785889 0.682561
H: -3.389940 -1.823581 1.363540
H: -1.568646 -1.688025 1.217921
H: -2.385343 -2.594129 -0.040891
C: -2.317622 0.785778 0.478944
C: -1.170106 1.365378 1.340370
H: -1.538630 1.858473 2.073973
C: -0.028170 1.812952 0.472876
H: 0.606246 2.589188 1.354971
C: 0.838143 1.205270 -0.507837
C: 1.645044 2.126749 -1.078504
H: 1.122800 2.606468 -1.793584
H: 2.369186 1.563208 -1.763939
H: 2.388163 2.935669 -0.625308
H: 0.213373 0.640905 -0.919075
N: 1.685370 0.309322 0.335340
H: 2.358037 0.988006 0.989237
H: 1.159124 0.059719 1.259046
C: 2.300587 -0.802551 -0.110390
C: 1.413881 -1.868372 -0.481475
H: 0.532153 -1.777732 -0.682340
H: 1.281918 -2.566834 0.780980
H: 1.872779 -2.701511 -0.839900
C: 3.614287 -1.199814 0.495723
H: 4.408025 -0.354898 0.402741
H: 4.182002 -1.886808 -0.171972
H: 3.522346 -1.470271 1.299329
H: 2.566062 -0.509997 -1.299734
H: -0.581432 2.647932 -0.001731
H: -0.718895 0.179867 1.737419
H: -3.173640 0.986840 1.196541
H: -2.514644 1.659556 -0.378304
H: -1.416238 -0.518557 -0.638244

Forces on the atoms, in the same order (eV/Å):
0.42 0.52 -7.48
-0.71 -0.57 1.25
-1.24 -0.86 -0.54
-1.72 0.11 1.35
-7.06 2.31 12.13
-2.92 0.56 -2.78
1.94 0.38 -1.72
2.32 -0.41 1.97
-0.07 -1.29 0.93
-1.68 3.36 -1.42
3.73 -11.39 -6.00
-1.46 3.76 4.83
-1.49 8.29 5.49
-0.88 -2.30 -2.73
2.00 0.17 8.74
7.81 2.69 -4.17
-1.87 2.20 -2.36
-0.56 0.63 0.71
-2.19 -1.95 0.27
-4.38 -4.87 -5.35
-0.14 4.08 8.38
-1.30 -1.62 -2.78
-0.16 -0.08 -1.86
4.15 -1.19 -8.12
6.86 -4.27 9.28
-9.81 1.64 -2.89
-0.16 1.89 -3.00
1.39 -1.85 -1.99
3.98 6.49 -15.89
-1.66 -0.78 0.65
-1.04 -0.22 0.64
-1.38 -5.50 15.53
0.10 -0.03 2.68
0.76 -0.05 -0.62
-1.15 3.08 0.21
0.19 -1.24 -1.27
0.36 -1.97 1.87
8.99 0.27 -3.93